Entry from OMol25: a structure of composition C19H10BrCl2NNiO5Se at a distorted geometry (ωB97M-V/def2-TZVPD).

Element x y z (Å)
1 C -6.566 -11.295 -12.216
2 C -4.722 -12.295 -14.180
3 C -0.046 -10.195 -6.367
4 H -3.413 -7.368 -7.804
5 C -3.756 -12.785 -15.074
6 H -4.212 -9.087 -9.429
7 C -2.709 -10.487 -8.904
8 C -1.195 -9.854 -7.101
9 C -2.525 -13.204 -14.580
10 Ni -2.896 -11.601 -10.522
11 C -1.799 -10.855 -7.920
12 C -3.367 -9.301 -8.783
13 O -4.887 -11.805 -10.587
14 H 0.433 -9.412 -5.799
15 C -0.116 -12.503 -7.146
16 C -2.263 -13.085 -13.211
17 O -0.191 -9.082 -11.328
18 N -3.212 -12.762 -12.341
19 Se -0.989 -10.305 -11.923
20 C -2.916 -8.326 -7.866
21 H -1.740 -13.565 -15.249
22 H -1.274 -13.261 -12.786
23 O -0.748 -10.882 -13.371
24 H 0.335 -13.486 -7.228
25 C -1.809 -8.592 -7.093
26 C -6.864 -11.251 -13.590
27 O -2.701 -10.113 -11.739
28 C -5.274 -11.822 -11.802
29 H 1.387 -11.694 -5.784
30 C -5.970 -11.719 -14.556
31 H -7.790 -10.818 -13.930
32 H -3.970 -12.770 -16.146
33 C -1.246 -12.189 -7.883
34 C 0.503 -11.471 -6.373
35 Br -2.157 -13.531 -8.860
36 C -4.422 -12.351 -12.796
37 H -1.354 -7.829 -6.468
38 Cl -6.401 -11.532 -16.179
39 O -1.009 -11.687 -10.898
40 Cl -7.718 -10.743 -11.112

The value obtained for the LUMO energy (alpha / beta) is 4.480 / 4.480 eV. As for the spin multiplicity: 3. Its net charge is -2. The calculation puts the HOMO-LUMO gap (alpha / beta) at 5.35 / 6.05 eV. As for the total energy: -8565.12100 hartree.

Entry from OMol25: an isolated molecule of C11H22NO5PS2 at a distorted geometry (ωB97M-V/def2-TZVPD).

Element x y z (Å)
1 H -0.536 1.330 0.790
2 C 1.376 -1.798 2.744
3 H -5.070 1.947 -2.540
4 O 3.761 -0.091 2.161
5 H 3.665 -2.562 0.548
6 C -4.146 2.159 -2.908
7 P -1.898 0.088 -1.020
8 H -2.238 1.218 -3.625
9 H -0.463 -0.558 2.441
10 C 0.385 -0.592 3.100
11 H -3.517 2.650 -2.163
12 O 2.753 -1.148 -1.305
13 H -0.913 3.860 -0.678
14 O -2.989 0.088 -2.242
15 S -2.142 -1.376 0.415
16 C -1.201 2.148 0.295
17 C 1.611 -1.476 -0.755
18 C 2.760 -0.308 1.488
19 O -1.970 1.809 -0.555
20 C -3.107 0.971 -3.311
21 O 2.197 0.765 0.681
22 H 2.445 1.590 0.822
23 H -4.168 2.580 -3.877
24 H 0.459 2.378 -0.871
25 H -0.273 -2.242 -1.603
26 H 2.796 -3.697 1.685
27 N 1.187 -1.822 0.444
28 H 0.827 -2.119 -2.720
29 H -1.780 2.560 0.994
30 C 3.189 -2.497 1.580
31 H 2.142 -1.656 3.562
32 C -0.248 3.070 -0.261
33 C 2.139 -1.780 1.614
34 S -0.120 0.018 -2.168
35 H 0.524 3.380 0.509
36 H 0.830 -2.886 2.672
37 H 0.335 -1.837 0.570
38 H 3.974 -2.540 2.105
39 H -0.234 -0.927 4.038
40 H -3.560 0.444 -4.135
41 H 0.762 0.336 3.268
42 C 0.457 -1.475 -1.791

The value obtained for the LUMO energy is 0.153 eV. The calculation puts the HOMO-LUMO gap at 9.42 eV. As for the total energy: -2000.74597 hartree. As for the SMILES: CCOP(=S)(OCC)SCC(=O)N[C@](C)(CC)C(=O)O.

Entry from OMol25: an isolated molecule of C3H5ClP2 at a distorted geometry (ωB97M-V/def2-TZVPD).

Element x y z (Å)
1 P 1.907 -1.052 0.009
2 H -2.147 -1.145 -0.215
3 H -0.595 1.200 -0.582
4 C 1.605 0.639 0.610
5 H -1.192 -0.762 -1.680
6 C -1.374 -0.646 -0.688
7 H -1.487 0.716 0.935
8 C -1.200 0.575 -0.014
9 P 0.227 -2.053 -0.382
10 H 1.615 0.543 1.690
11 Cl 2.640 1.984 0.320

The value obtained for the LUMO energy (alpha / beta) is -1.189 / -0.946 eV. The calculation puts the HOMO-LUMO gap (alpha / beta) at 6.40 / 7.15 eV. As for the total energy: -1260.01549 hartree.

Entry from OMol25: an isolated molecule of C10H8ClN3O3 at a distorted geometry (ωB97M-V/def2-TZVPD).

Element x y z (Å)
1 N 0.180 -3.542 0.472
2 H 0.158 0.404 -2.186
3 C 1.565 -1.747 -0.170
4 O -3.384 3.934 -0.393
5 H 2.435 -0.969 1.760
6 H -2.311 2.154 1.777
7 N -0.593 -2.406 0.347
8 C 2.610 -0.823 0.684
9 N -2.189 3.785 -0.209
10 C -1.690 2.561 -0.261
11 Cl 2.050 -1.435 -1.935
12 C 0.111 -1.416 0.005
13 C -0.991 2.000 -1.445
14 H 2.344 0.136 0.394
15 C -1.742 1.822 0.940
16 H 3.632 -0.984 0.427
17 C 1.475 -3.207 0.246
18 C -0.406 0.700 -1.374
19 C -1.229 0.519 0.919
20 O 2.255 -4.104 0.283
21 H -0.070 -4.543 0.516
22 C -0.564 -0.050 -0.167
23 H -1.333 -0.030 1.858
24 O -1.378 4.657 -0.083
25 H -0.933 2.584 -2.405

The value obtained for the LUMO energy is -0.413 eV. The calculation puts the HOMO-LUMO gap at 9.07 eV. As for the total energy: -1235.87995 hartree. As for the SMILES: C[C@@]1(Cl)C(=O)NN=C1c1ccc([N+](=O)[O-])cc1.

Entry from OMol25: an isolated molecule of C2H6O3Si at a distorted geometry (ωB97M-V/def2-TZVPD).

Element x y z (Å)
1 H 1.917 -0.846 0.293
2 Si -0.354 -0.388 0.984
3 H -2.003 -0.947 -0.842
4 O -1.038 -1.429 2.158
5 H 1.035 -2.194 -0.555
6 C -1.642 -0.064 -0.348
7 C 1.066 -1.509 0.350
8 H -2.516 0.353 0.197
9 O -0.686 -0.418 3.093
10 O 0.047 0.548 2.308
11 H -1.441 0.614 -1.140
12 H 1.311 -2.225 1.172

The value obtained for the LUMO energy is 0.303 eV. The calculation puts the HOMO-LUMO gap at 9.76 eV. As for the total energy: -594.88201 hartree.

Entry from OMol25: a structure of composition C27H44N6O4ReS (ωB97M-V/def2-TZVPD).

Element x y z (Å)
1 H -1.099 4.497 -0.943
2 H -0.436 2.188 -5.054
3 H -3.066 1.190 0.970
4 C 2.704 0.053 2.870
5 H 4.439 -1.138 -1.020
6 O 1.889 -3.112 1.376
7 H -4.597 1.417 1.798
8 H 1.849 1.994 1.050
9 H 3.704 0.131 2.440
10 C 0.105 -0.701 -3.254
11 C -3.794 -2.880 -1.350
12 H -1.012 3.469 -3.420
13 H -3.630 -0.749 -0.836
14 N 2.807 0.084 -0.581
15 H -2.896 -4.791 -1.629
16 N -2.788 -3.818 -1.391
17 N 4.741 -0.860 -3.713
18 C -0.926 2.923 -2.498
19 N -0.521 1.152 1.604
20 H 2.689 1.804 3.971
21 H 1.085 1.642 -4.374
22 H -4.818 -3.120 -1.567
23 N -0.695 1.200 -1.060
24 C -0.822 2.394 -0.344
25 C 2.081 1.408 3.150
26 H -2.616 0.594 5.637
27 C -3.091 0.597 3.085
28 H 4.174 -1.650 -4.033
29 C -1.721 0.836 3.714
30 C -3.516 1.489 1.919
31 Re -0.747 -0.421 0.237
32 C -0.748 1.539 -2.378
33 H -3.056 -1.522 3.600
34 H -0.422 -4.969 -0.761
35 C 0.690 1.236 3.751
36 C -0.973 3.463 -1.217
37 C -0.512 1.071 3.047
38 H -0.837 3.204 1.673
39 O 1.889 -0.650 1.866
40 O 1.197 -2.291 3.613
41 C 3.959 0.038 -2.774
42 C 2.269 2.372 1.980
43 H -2.717 -1.197 1.899
44 H 0.082 -3.938 -2.102
45 H -2.613 1.132 -4.331
46 H 0.397 -3.443 -0.428
47 H 3.335 2.563 1.833
48 C -1.625 -3.235 -1.061
49 C -0.521 0.937 5.822
50 C -2.065 0.238 -4.038
51 H 4.605 0.888 -2.554
52 N -1.838 -1.952 -0.801
53 C 0.095 1.308 -4.698
54 C -3.316 -0.880 2.758
55 H -2.019 -0.431 -4.899
56 C -0.650 0.594 -3.560
57 H 1.576 1.309 5.697
58 H 3.325 0.901 -0.272
59 H 1.920 0.405 -0.972
60 H -4.363 -1.051 2.508
61 C 0.657 1.170 5.140
62 H -0.530 0.891 6.902
63 H 1.046 -0.513 -2.729
64 C -0.731 2.318 1.053
65 H -2.627 -0.263 -3.250
66 H 5.575 -1.245 -3.258
67 C 3.556 -0.733 -1.521
68 C -0.316 -3.935 -1.085
69 C -1.689 0.773 5.107
70 C -3.197 -1.722 -0.990
71 H 2.255 -0.574 0.926
72 H -3.284 2.540 2.097
73 H 2.731 -0.591 3.746
74 H 0.325 -1.215 -4.192
75 S 1.106 -2.263 2.204
76 H 3.091 0.384 -3.337
77 H 5.055 -0.352 -4.546
78 H -3.784 0.835 3.897
79 H 0.209 0.632 -5.546
80 H -0.473 -1.378 -2.632
81 H 1.799 3.333 2.181
82 O -0.240 -1.968 1.674
83 H 2.927 -1.584 -1.799

The value obtained for the LUMO energy (alpha / beta) is -5.767 / -5.770 eV. As for the spin multiplicity: 4. Its net charge is +2. The calculation puts the HOMO-LUMO gap (alpha / beta) at 6.60 / 5.93 eV. As for the total energy: -2160.66208 hartree.

Entry from OMol25: a structure of composition C34H54As3MgN5OSi (ωB97M-V/def2-TZVPD).

Element x y z (Å)
1 C -1.889 4.851 -1.090
2 H -2.258 1.030 -3.609
3 C -2.388 -0.444 4.137
4 C 3.440 -0.903 6.450
5 C 3.052 1.647 -1.122
6 C 2.408 -0.600 5.577
7 H -1.172 0.830 -4.996
8 H 1.909 -3.701 -2.315
9 C -0.001 5.878 1.082
10 H 4.550 2.460 -2.426
11 C -2.592 1.103 -0.486
12 H 0.752 6.230 0.374
13 C -3.977 1.080 -0.547
14 N -0.505 0.337 2.757
15 As -2.420 -4.771 -3.410
16 C 1.542 0.385 -4.065
17 H -0.533 -3.784 1.586
18 H -0.689 6.704 1.276
19 H -1.616 -0.660 4.869
20 N -1.905 0.758 0.597
21 N 1.887 1.824 -0.500
22 H -2.562 5.689 -0.892
23 H -2.578 -4.737 -0.822
24 C -4.672 0.690 0.585
25 H -2.939 -1.360 3.910
26 C 4.761 -0.771 6.041
27 C 2.057 -2.773 0.570
28 H 2.418 -2.471 1.554
29 H 3.161 -0.466 -1.406
30 C 3.601 2.622 -1.935
31 H 6.076 -0.225 4.435
32 H -1.997 1.429 -1.330
33 H -2.496 4.012 -1.439
34 H -3.519 -6.058 -1.539
35 C -0.450 -2.919 -1.164
36 As 0.035 0.206 -2.822
37 H -0.236 -2.383 2.650
38 H 4.217 0.323 2.878
39 H 3.216 -1.243 7.453
40 C -0.559 -4.077 -3.379
41 H 3.278 4.589 -2.744
42 As 0.381 -1.814 0.255
43 C -2.582 -5.505 -1.593
44 H 4.741 0.316 -1.263
45 H -4.484 0.078 2.636
46 C 5.047 -0.333 4.756
47 C 1.203 2.997 -0.583
48 H 1.148 4.938 -1.557
49 Mg 0.385 1.052 0.883
50 H -3.574 -2.564 -4.001
51 C -0.633 -1.579 -3.347
52 H -1.679 -2.425 1.616
53 N 0.357 0.015 3.760
54 H -1.710 -1.532 -3.182
55 H 1.267 0.010 -5.052
56 N 0.104 3.025 0.189
57 H 3.704 0.086 0.173
58 H -1.683 3.394 2.619
59 C -3.602 -3.224 -3.135
60 H 0.513 5.643 2.017
61 H 1.906 -1.936 -2.294
62 H -1.522 -2.728 -1.058
63 H -1.009 2.244 -3.930
64 C -1.758 0.114 2.902
65 C 1.473 -2.813 -2.779
66 H 1.769 -2.795 -3.830
67 H -1.228 5.144 -1.909
68 H -5.754 0.660 0.584
69 C 1.696 4.014 -1.443
70 C -2.576 0.416 1.708
71 O 1.925 0.545 2.152
72 H -2.948 3.221 1.392
73 C 3.717 0.322 -0.892
74 C -1.238 1.179 -3.965
75 C -0.053 -2.815 -2.644
76 H -0.001 -4.946 -3.012
77 H -4.486 1.370 -1.455
78 H -1.766 -6.204 -1.410
79 C 1.603 0.169 3.318
80 C -2.175 3.890 1.778
81 H -0.481 -1.679 -4.427
82 H 2.420 -0.149 -3.705
83 C -0.626 -2.701 1.683
84 C -3.966 0.360 1.730
85 H -2.676 4.782 2.163
86 H -0.293 -3.982 -4.436
87 H -3.095 0.270 4.567
88 C 2.885 3.812 -2.099
89 C 2.691 -0.160 4.286
90 H 5.567 -1.009 6.724
91 H -3.373 -2.658 -2.233
92 H 1.796 1.443 -4.132
93 H -0.283 -3.948 -0.831
94 C 4.015 -0.028 3.881
95 H 2.810 -2.509 -0.168
96 H 1.376 -0.697 5.882
97 Si -0.929 4.369 0.459
98 H 1.891 -3.851 0.557
99 H -4.612 -3.625 -3.048

The value obtained for the LUMO energy is -0.186 eV. The calculation puts the HOMO-LUMO gap at 6.98 eV. As for the total energy: -8874.07858 hartree.

Entry from OMol25: a cluster of 2 separate species, C4H12 in total at a distorted geometry (ωB97M-V/def2-TZVPD).

Element x y z (Å)
1 C 1.415 -0.151 -2.495
2 H 0.166 -0.267 -0.691
3 H -2.693 -0.408 1.548
4 H 1.294 -1.224 -2.683
5 C -0.614 -0.376 2.162
6 H -2.290 1.053 1.837
7 H -0.051 -1.266 1.872
8 H 0.812 0.297 -3.293
9 H -1.701 0.401 0.316
10 C -1.780 0.202 1.378
11 H 0.155 0.396 2.279
12 H -0.987 -0.656 3.148
13 C 1.001 0.294 -1.080
14 H 0.881 1.381 -1.082
15 H 2.456 0.089 -2.706
16 H 1.935 0.237 -0.509

The value obtained for the LUMO energy (alpha / beta) is 4.216 / 4.499 eV. As for the spin multiplicity: 2. Its net charge is -1. The calculation puts the HOMO-LUMO gap (alpha / beta) at 2.64 / 11.88 eV. As for the total energy: -159.50454 hartree.